Below is 2 unconnected molecules or ions with the total composition C4H12NO3 at a distorted geometry, with properties calculated with ωB97M-V/def2-TZVPD.

Properties
Charge ... +1
HOMO-LUMO gap (alpha / beta) ... 8.167 / 8.152 eV

Geometry as XYZ:
```
20
C4H12NO3 (ωB97M-V/def2-TZVPD)
C 1.94 -0.94 0.79
C 1.60 -0.35 -0.60
C -1.41 -0.69 0.24
C 0.60 0.80 -0.43
N -2.26 0.01 -0.82
O -1.75 0.03 1.45
O 0.11 1.50 -1.53
O 0.70 1.61 0.60
H 2.18 -2.01 0.59
H 1.24 -0.84 1.59
H 2.79 -0.38 1.24
H 2.56 -0.11 -1.07
H 0.95 -0.99 -1.14
H -1.55 -1.77 0.12
H -3.07 0.42 -0.38
H -2.60 -0.58 -1.59
H -1.85 0.93 -1.21
H -1.44 -0.58 2.12
H 0.08 2.47 -1.38
H 1.20 1.46 1.41
```



Below is 2 unconnected molecules or ions with the total composition C4H12NO3 at a distorted geometry, with properties calculated with ωB97M-V/def2-TZVPD.

Properties
Charge ... +1
HOMO-LUMO gap ... 10.679 eV

Geometry as XYZ:
```
20
C4H12NO3 (ωB97M-V/def2-TZVPD)
C 0.35 -1.46 -0.27
O -0.83 -1.72 -0.99
C 0.18 -0.05 0.34
C 1.62 0.51 0.57
C 1.96 0.08 1.99
O 1.48 -0.89 2.52
N -0.57 0.78 -0.69
H 1.19 -1.46 -0.98
H 0.51 -2.23 0.53
H -0.99 -2.63 -1.22
H -0.43 -0.09 1.27
H 1.52 1.59 0.49
H 2.33 0.14 -0.14
H 2.64 0.61 2.63
H -0.81 0.18 -1.50
H -1.50 0.89 -0.29
H 0.00 1.54 -1.05
H -2.88 1.95 -3.09
H -3.85 2.41 -1.93
O -2.95 2.17 -2.16
```



Below is a molecular structure, C4H12NO5 at a distorted geometry, with properties calculated with ωB97M-V/def2-TZVPD.

Properties
Charge ... -1
HOMO-LUMO gap ... 7.531 eV

Geometry as XYZ:
```
22
C4H12NO5 (ωB97M-V/def2-TZVPD)
C -0.05 0.71 0.92
C 0.31 1.83 -0.11
C -1.12 2.17 -0.83
O -1.27 2.99 -1.77
N 0.38 -0.59 0.48
C 1.72 -0.90 0.42
O 2.61 0.01 0.86
O 2.20 -1.90 -0.09
H 0.26 0.98 1.87
H -1.20 0.69 1.00
H 0.67 2.85 0.25
H 1.01 1.52 -1.01
H -1.91 2.16 -0.09
H -1.31 0.95 -1.33
H -0.35 -1.23 -0.04
H 2.19 0.79 1.37
H -1.26 -0.03 -1.29
H -1.84 -1.64 -1.79
O -1.45 -1.20 -1.15
H -1.36 -2.62 1.76
H -1.96 -2.03 0.46
O -2.18 -2.55 1.29
```



Below is 2 unconnected molecules or ions with the total composition C4H12NOS at a distorted geometry, with properties calculated with ωB97M-V/def2-TZVPD.

Properties
Charge ... -1
HOMO-LUMO gap ... 6.966 eV

Geometry as XYZ:
```
19
C4H12NOS (ωB97M-V/def2-TZVPD)
N 0.67 0.59 3.15
C 1.03 -0.84 2.94
O 0.28 -1.59 1.93
H 0.84 1.09 2.24
H -0.32 0.57 3.23
H 2.13 -0.90 2.69
H 0.86 -1.35 3.89
H 0.66 -1.38 1.05
C -0.87 -0.63 -2.73
C -1.13 0.58 -1.77
C 0.14 1.31 -1.33
S 1.13 0.28 -0.20
H -0.29 -0.38 -3.61
H -1.83 -1.06 -3.08
H -0.33 -1.44 -2.22
H -1.84 1.21 -2.31
H -1.64 0.18 -0.82
H -0.24 2.19 -0.84
H 0.75 1.58 -2.21
```



Below is a gas-phase ion, C4H12NOS (charge +1) at a distorted geometry, with properties calculated with ωB97M-V/def2-TZVPD.

Properties
SMILES ... C[NH2+][C@@H](S)[C@@H](C)O
Charge ... +1
HOMO-LUMO gap ... 10.678 eV

Geometry as XYZ:
```
19
C4H12NOS (ωB97M-V/def2-TZVPD)
C 0.09 -1.45 1.93
N -0.23 -0.04 1.58
C -0.65 0.20 0.20
S -1.23 1.94 0.04
C 0.52 -0.13 -1.00
C -0.02 0.20 -2.43
O 1.68 0.62 -0.72
H -0.34 -2.14 1.13
H 1.12 -1.69 2.24
H -0.42 -1.66 2.85
H -1.00 0.31 2.21
H 0.42 0.70 1.71
H -1.61 -0.30 0.02
H -0.18 2.37 0.54
H 0.90 -1.16 -0.94
H 0.18 1.27 -2.66
H -1.14 -0.14 -2.49
H 0.43 -0.45 -3.22
H 1.48 1.57 -0.98
```



Below is 2 unconnected molecules or ions with the total composition C4H12NOS at a distorted geometry, with properties calculated with ωB97M-V/def2-TZVPD.

Properties
2S+1 ... 3
Charge ... +1
HOMO-LUMO gap (alpha / beta) ... 5.192 / 8.557 eV

Geometry as XYZ:
```
19
C4H12NOS (ωB97M-V/def2-TZVPD)
C 1.48 -0.56 -0.43
C -0.91 -0.61 1.36
C 0.20 -1.18 -0.89
C -0.87 -0.51 -0.19
N -1.82 0.04 -0.82
O -0.09 1.91 0.28
S -0.26 3.10 -0.66
H 2.36 -1.11 -0.91
H 1.57 0.44 -0.50
H 1.59 -0.82 0.57
H -1.63 -1.18 1.76
H -0.03 -1.09 1.73
H -0.98 0.36 1.64
H 0.16 -1.02 -1.97
H 0.25 -2.28 -0.55
H -1.82 0.32 -1.80
H 0.63 4.13 -0.52
H -2.69 0.23 -0.29
H -1.04 3.96 0.09
```



Below is 2 unconnected molecules or ions with the total composition C4H12NS at a distorted geometry, with properties calculated with ωB97M-V/def2-TZVPD.

Properties
Charge ... +1
HOMO-LUMO gap ... 8.454 eV

Geometry as XYZ:
```
18
C4H12NS (ωB97M-V/def2-TZVPD)
C 1.25 1.43 0.84
C 0.83 -0.21 -1.57
C -1.55 0.24 -1.39
C -0.03 1.22 0.16
N -0.23 0.48 -0.87
S -0.62 -2.32 2.82
H 2.06 0.81 0.48
H 1.53 2.49 0.77
H 1.10 1.24 1.91
H 1.10 -1.12 -1.02
H 0.49 -0.50 -2.56
H 1.71 0.42 -1.67
H -1.65 0.65 -2.39
H -1.73 -0.83 -1.44
H -2.31 0.69 -0.75
H -0.89 1.71 0.59
H -0.81 -3.46 2.15
H -0.26 -2.94 3.93
```



Below is 3 unconnected molecules or ions with the total composition C4H12NS at a distorted geometry, with properties calculated with ωB97M-V/def2-TZVPD.

Properties
Charge ... +1
HOMO-LUMO gap ... 3.766 eV

Geometry as XYZ:
```
18
C4H12NS (ωB97M-V/def2-TZVPD)
C -2.98 -0.44 0.24
C -2.09 0.02 -0.87
C -2.45 0.33 -2.10
C 1.17 0.23 0.29
S 0.15 -0.38 1.57
N 4.71 0.54 -0.74
H -2.94 0.25 1.10
H -2.67 -1.42 0.61
H -4.03 -0.47 -0.05
H -1.03 0.09 -0.54
H -1.75 0.63 -2.88
H -3.49 0.31 -2.41
H 1.95 -0.52 0.18
H 1.45 1.25 0.57
H 1.02 -0.48 2.61
H 5.21 0.99 -1.49
H 3.79 0.92 -0.59
H 4.65 -0.46 -0.81
```



Below is a gas-phase ion, C4H12NS2 (charge +1) at a distorted geometry, with properties calculated with ωB97M-V/def2-TZVPD.

Properties
SMILES ... CC(C)([NH3+])CSS
Charge ... +1
HOMO-LUMO gap ... 9.629 eV

Geometry as XYZ:
```
19
C4H12NS2 (ωB97M-V/def2-TZVPD)
C -1.55 -0.44 0.37
C -0.08 -0.09 -0.07
C -0.19 1.23 -0.81
N 0.55 -1.16 -0.79
C 0.75 0.12 1.17
S 2.42 1.10 0.60
S 3.36 -0.15 -0.70
H -1.87 0.40 0.92
H -1.38 -1.25 1.11
H -2.33 -0.64 -0.44
H 0.70 1.57 -1.32
H -0.42 1.87 0.00
H -1.01 1.12 -1.54
H 0.59 -2.15 -0.31
H 1.55 -0.82 -1.03
H -0.02 -1.42 -1.67
H 0.39 0.93 1.80
H 1.23 -0.82 1.50
H 4.46 -0.63 0.17
```



Below is 2 unconnected molecules or ions with the total composition C4H12NS2 at a distorted geometry, with properties calculated with ωB97M-V/def2-TZVPD.

Properties
Charge ... +1
HOMO-LUMO gap ... 9.533 eV

Geometry as XYZ:
```
19
C4H12NS2 (ωB97M-V/def2-TZVPD)
C -2.77 0.20 1.41
S -1.19 0.68 0.64
S 0.06 -0.60 1.65
C -0.22 -2.12 0.69
H -3.23 -0.64 0.86
H -2.54 0.06 2.49
H -3.47 1.06 1.26
H 0.08 -2.03 -0.34
H 0.36 -2.91 1.20
H -1.29 -2.39 0.73
C 1.92 0.18 -2.27
C 2.31 0.67 -3.45
N 1.45 1.07 -1.20
H 1.83 -0.88 -2.01
H 2.51 -0.01 -4.28
H 2.29 1.70 -3.76
H 1.83 0.80 -0.29
H 1.65 2.04 -1.40
H 0.43 0.95 -1.05
```



Below is a gas-phase ion, C4H12NS2 (charge +1) at a distorted geometry, with properties calculated with ωB97M-V/def2-TZVPD.

Properties
SMILES ... CSSC[C@H](C)[NH3+]
Charge ... +1
HOMO-LUMO gap ... 8.908 eV

Geometry as XYZ:
```
19
C4H12NS2 (ωB97M-V/def2-TZVPD)
C 0.15 -3.39 2.38
S -1.07 -2.20 1.49
S 0.14 -1.40 -0.08
C 0.91 0.33 0.00
C 0.37 1.19 -1.17
C 0.04 2.67 -0.67
N -1.10 0.77 -1.70
H 0.13 -4.48 1.95
H -0.10 -3.51 3.50
H 1.19 -3.40 2.14
H 1.91 0.12 -0.05
H 0.64 0.76 0.99
H 1.13 1.26 -1.91
H -0.24 3.42 -1.34
H 1.05 3.04 -0.23
H -0.82 2.66 0.07
H -1.63 -0.01 -1.17
H -1.76 1.61 -1.50
H -0.95 0.54 -2.71
```



Below is 2 unconnected molecules or ions with the total composition C4H12O at a distorted geometry, with properties calculated with ωB97M-V/def2-TZVPD.

Properties
SMILES ... CCC.CO
Charge ... 0
HOMO-LUMO gap ... 11.515 eV

Geometry as XYZ:
```
17
C4H12O (ωB97M-V/def2-TZVPD)
C -0.62 -1.73 -0.79
C 0.58 -1.56 0.02
C 0.30 -1.00 1.41
H -0.55 -2.37 -1.65
H -1.47 -2.06 -0.31
H -1.02 -0.99 -1.42
H 1.15 -0.77 -0.45
H 1.11 -2.51 -0.04
H 1.05 -1.35 2.08
H -0.73 -1.32 1.77
H 0.49 0.04 1.38
C 0.10 2.44 0.01
O -0.32 2.62 -1.36
H 1.11 2.23 0.01
H -0.58 1.62 0.33
H -0.16 3.21 0.73
H -0.41 3.49 -1.70
```



Going through the records in order, we get ΔE to the lowest compared entry with this formula, charge and spin values of 4.458, 1.788, 3.227, 0.520, 1.717, 2.722, 0.625, 7.066, 1.529, 1.062, 2.462, 1.742 eV.